1.
Here is 3 unconnected molecules or ions with the total composition C13H26Br4FNO4S at a distorted geometry from OMol25. Energies are from wB97M-V/def2-TZVPD.

```
! RIJCOSX wB97M-V def2-TZVPD def2/J DEFGRID3
* xyz 0 1
C 1.99623 -1.39724 -0.11181
C 2.97440 -0.26379 -0.12050
O 3.82356 -0.09309 0.73096
O 2.75038 0.57779 -1.15970
C 3.83349 1.41732 -1.56739
C 3.21237 2.57378 -2.33394
C 2.82473 3.72399 -1.41588
C 1.81366 3.40379 -0.31564
C 0.39069 3.13072 -0.81663
C -0.16660 1.77531 -0.37020
N -1.09109 1.19400 -1.36917
C -0.36132 0.66458 -2.55629
S -2.01750 0.00347 -0.73494
O -2.73308 -0.62481 -1.78796
O -2.73967 0.47083 0.39097
F -0.98132 -1.05167 -0.21636
H 0.98596 -1.01185 -0.21025
H 2.22342 -2.13619 -0.87041
H 2.06588 -1.85560 0.86614
H 4.48812 0.87152 -2.23887
H 4.38855 1.82182 -0.72976
H 2.35412 2.19184 -2.87899
H 3.93033 2.95554 -3.05474
H 2.40465 4.55226 -1.98525
H 3.73755 4.11769 -0.97301
H 1.78953 4.28886 0.31349
H 2.16563 2.60139 0.32751
H -0.25544 3.87651 -0.36514
H 0.28233 3.26583 -1.88986
H -0.72463 1.93896 0.54513
H 0.61880 1.06192 -0.12121
H -0.85419 0.95819 -3.47348
H 0.64766 1.05581 -2.54774
H -0.28636 -0.41568 -2.55819
Br -4.64035 -1.36721 3.13978
C -4.84358 -1.32580 1.20468
C -6.18981 -1.83684 0.77252
Br -6.29869 -3.77764 0.88623
H -4.02293 -1.90548 0.79376
H -4.72345 -0.28133 0.92473
H -6.36570 -1.59869 -0.27381
H -6.99996 -1.44276 1.37628
Br 2.25494 -4.08703 2.86158
C 0.60749 -3.83413 3.86928
C -0.59209 -4.30738 3.09465
Br -1.06391 -3.04638 1.69618
H 0.55316 -2.78057 4.12096
H 0.73115 -4.41818 4.77827
H -1.46609 -4.36798 3.73956
H -0.43106 -5.26642 2.61438
*
```

The value obtained for the HOMO-LUMO gap is 10.4 eV. The HOMO energy is -0.3584 hartree. The total energy is -317305.5494 eV.

2.
Here is a molecular structure, C37H45N4OP3S2W at a distorted geometry from OMol25. Energies are from wB97M-V/def2-TZVPD.

```
! RIJCOSX wB97M-V def2-TZVPD def2/J DEFGRID3
* xyz 4 1
W -0.66380 0.01567 -0.53729
S -1.88785 -1.93993 -0.51947
P -1.28617 -1.80668 1.50507
C -0.66732 -0.10131 1.42101
P -1.46856 1.43754 1.86896
S -2.07537 1.79613 -0.12768
C -2.89195 1.60720 2.88771
C -3.06064 0.89321 4.07521
C -4.14111 1.18200 4.89120
C -5.04532 2.17098 4.52397
C -4.87133 2.89052 3.34453
C -3.80014 2.61339 2.51681
C -0.23995 2.64081 2.26832
C 0.97851 2.68311 1.58253
C 1.89882 3.66673 1.87762
C 1.61657 4.61040 2.86616
C 0.41799 4.56319 3.56023
C -0.51892 3.58219 3.26646
C 0.08446 -2.91074 1.68024
C -0.07941 -4.11882 2.36617
C 0.98786 -5.00225 2.45067
C 2.19934 -4.69274 1.85341
C 2.36045 -3.49238 1.16098
C 1.30955 -2.60226 1.07984
C -2.61982 -2.18638 2.57838
C -2.29304 -2.36809 3.93390
C -3.28571 -2.76881 4.80727
C -4.58501 -2.96778 4.34265
C -4.90445 -2.77471 3.00405
C -3.92219 -2.38137 2.10982
H -2.33910 0.15505 4.38870
H -4.27111 0.64579 5.82150
H -5.88901 2.39254 5.16449
H -5.57167 3.66891 3.07381
H -3.67624 3.18993 1.60714
H 1.22629 1.93997 0.83289
H 2.84649 3.70183 1.35686
H 2.34147 5.37969 3.09779
H 0.20876 5.28675 4.33618
H -1.44574 3.55332 3.82191
H -1.02585 -4.38976 2.81236
H 0.86608 -5.93675 2.98128
H 3.02660 -5.38671 1.92445
H 3.31088 -3.25699 0.70231
H 1.47694 -1.65681 0.56691
H -1.27952 -2.23363 4.29595
H -3.04775 -2.94065 5.84874
H -5.35466 -3.28772 5.03348
H -5.91360 -2.94579 2.65515
H -4.17466 -2.24920 1.06539
C 1.50620 3.05722 -2.43260
N 2.58971 2.11907 -2.12905
C 3.93617 2.72806 -2.27086
P 2.45525 0.52309 -2.08569
O 1.05140 0.27246 -1.24132
N 2.23809 -0.20366 -3.49720
C 2.95357 0.34113 -4.68864
C 1.88197 -1.63416 -3.56413
N 3.58850 -0.18115 -1.18411
C 4.76245 -0.85075 -1.79104
C 3.83829 0.28835 0.19007
H 1.59589 3.92282 -1.77655
H 0.53305 2.60192 -2.25267
H 1.56082 3.39493 -3.46862
H 4.00852 3.58045 -1.59730
H 4.08718 3.06482 -3.29611
H 4.71641 2.01615 -2.01049
H 3.90265 0.80585 -4.42547
H 2.32708 1.05880 -5.21367
H 3.16948 -0.48975 -5.35562
H 1.13371 -1.88426 -2.81128
H 2.74689 -2.28327 -3.42347
H 1.44416 -1.82664 -4.54029
H 4.53750 -1.19676 -2.79465
H 5.02659 -1.71020 -1.17786
H 5.61545 -0.17186 -1.82686
H 2.90791 0.57947 0.67095
H 4.53334 1.12979 0.19961
H 4.27379 -0.53092 0.75953
N -1.80397 0.34392 -2.53794
C -1.36538 -0.28052 -3.79653
C -0.85608 0.53535 -4.79517
C -0.55016 -0.02613 -6.02643
C -0.75192 -1.38445 -6.24521
C -1.26367 -2.18711 -5.23396
C -1.57335 -1.63752 -3.99690
H -2.74470 0.01164 -2.31782
H -1.93587 1.34261 -2.70437
H -0.74794 1.60361 -4.64237
H -0.18865 0.60296 -6.82936
H -0.53969 -1.81185 -7.21616
H -1.44756 -3.23741 -5.41640
H -2.01318 -2.26466 -3.23200
*
```

The value obtained for the HOMO-LUMO gap is 5.0 eV. The HOMO energy is -0.6985 hartree. The total energy is -98434.2455 eV. Its relative energy (zero: lowest compared OMol25 entry of this formula, charge and spin) is 12.5 kcal per mole.

3.
Here is a molecular structure, C34H37N5OPtS at a distorted geometry from OMol25. Energies are from wB97M-V/def2-TZVPD.

```
! RIJCOSX wB97M-V def2-TZVPD def2/J DEFGRID3
* xyz 2 1
Pt 0.29299 -0.81539 0.71425
C -1.85011 -5.11609 -2.49475
C -0.87431 -5.49839 -1.38555
N 0.43529 -4.90399 -1.54865
C 1.39109 -5.56089 -2.42835
C 1.58909 -4.79169 -3.73375
C 0.77109 -3.75279 -0.97845
S -0.55071 -2.83599 -0.23635
N 2.00629 -3.34819 -1.07035
C 2.68639 -2.37749 -0.47025
O 2.32449 -1.74839 0.55405
C 4.00599 -2.08919 -1.05925
C 4.62009 -2.97249 -1.94795
C 5.84399 -2.64369 -2.49745
C 6.46629 -1.44839 -2.16685
C 5.86149 -0.57139 -1.27565
C 4.63999 -0.89369 -0.71605
H -2.81901 -5.55999 -2.28505
H -1.51291 -5.48969 -3.45655
H -1.97131 -4.03629 -2.55345
H -0.73911 -6.58189 -1.36705
H -1.27641 -5.19189 -0.41725
H 1.01549 -6.56129 -2.64265
H 2.34609 -5.64649 -1.90065
H 0.65219 -4.70829 -4.27785
H 2.29419 -5.32369 -4.36545
H 1.97669 -3.79389 -3.54195
H 4.13599 -3.90369 -2.19225
H 6.31929 -3.31989 -3.19105
H 7.42229 -1.19839 -2.60025
H 6.34719 0.35591 -1.01575
H 4.15929 -0.22999 -0.01475
C -2.03621 6.02811 0.03435
C -2.84631 5.39511 1.11875
C -3.82751 6.12021 1.77745
C -4.59421 5.54961 2.78105
C -4.39581 4.21991 3.13895
C -3.42901 3.47191 2.50345
C -2.63671 4.05121 1.50425
N -1.68551 3.30631 0.81155
C -1.10771 2.10591 1.15195
N -0.90321 1.93481 2.47705
C -0.41721 0.89141 3.25635
C 0.09969 -0.30629 2.73375
C 0.56499 -1.27919 3.60575
C 0.53409 -1.08569 4.97935
C 0.01869 0.09601 5.49275
C -0.45341 1.09721 4.66415
C -1.00261 2.35821 5.26545
N -0.69191 1.27911 0.22565
C -1.08951 1.41571 -1.10255
C -2.40971 1.75801 -1.44465
C -2.78061 1.89681 -2.76475
C -1.84761 1.69061 -3.77575
C -0.55401 1.31061 -3.45135
C -0.15351 1.15751 -2.13225
C 1.23119 0.71771 -1.78585
H -2.30551 7.07531 -0.07305
H -2.21791 5.54101 -0.92615
H -0.96981 5.97331 0.25235
H -3.99221 7.15101 1.50265
H -5.35721 6.12951 3.27165
H -5.00751 3.76211 3.90065
H -3.32081 2.42231 2.73535
H -1.53191 3.61061 -0.14315
H -1.14721 2.75051 3.03125
H 0.97069 -2.20559 3.22215
H 0.90219 -1.84959 5.64465
H -0.01821 0.23161 6.56275
H -0.93561 2.30531 6.34945
H -2.05391 2.50531 5.01305
H -0.43441 3.23581 4.95185
H -3.15071 1.87311 -0.66725
H -3.79651 2.16311 -3.01055
H -2.13281 1.81141 -4.80895
H 0.15859 1.13821 -4.24605
H 1.84649 0.61431 -2.67655
H 1.17679 -0.27119 -1.28815
H 1.72159 1.40921 -1.09925
*
```

The value obtained for the HOMO-LUMO gap (alpha / beta) is 4.1 / 3.9 eV. The HOMO energy (alpha / beta) is -0.4857 / -0.4847 hartree. The total energy is -59422.7763 eV.

4.
Here is 3 unconnected molecules or ions with the total composition C11H16F5N2O5S at a distorted geometry from OMol25. Energies are from wB97M-V/def2-TZVPD.

```
! RIJCOSX wB97M-V def2-TZVPD def2/J DEFGRID3
* xyz 1 1
O -0.48291 -0.16046 2.80349
S -0.50504 0.85030 1.59108
O 0.01157 2.19516 2.15579
N -2.17323 0.88605 1.03518
C -3.22546 -0.11463 1.55782
N -4.52272 0.19762 0.82805
C -4.29307 1.39651 -0.09084
C -2.72648 1.87737 0.02828
O -1.97939 2.97249 -0.62387
C 0.56356 0.08210 0.25826
F 1.30636 -1.07657 0.88018
F -0.35111 -0.40029 -0.81846
C 1.63643 1.10050 -0.44861
F 1.17050 2.50486 -0.58321
F 3.01424 0.99022 0.16175
F 1.81434 0.59692 -1.86204
H -3.00676 -0.95784 2.36695
H -5.42134 -0.33742 0.97316
H -5.05638 1.93966 -0.82659
H -1.34632 3.38423 0.04040
C -1.78864 -0.85784 -6.00026
C -2.32274 -0.42402 -4.66132
O -3.53182 -0.37923 -4.44023
C -1.32028 -0.04725 -3.60348
H -2.62571 -1.09919 -6.66386
H -1.20878 -0.04751 -6.44919
H -1.16796 -1.74955 -5.88149
H -0.71953 0.79924 -3.94568
H -0.67881 -0.90287 -3.37791
H -1.84913 0.24482 -2.68997
C 5.47553 -1.29021 4.32713
C 4.18485 -1.94500 3.91286
O 3.99634 -3.14855 4.08221
C 3.13386 -1.07024 3.28349
H 6.13941 -2.04244 4.76612
H 5.96852 -0.85544 3.45400
H 5.27732 -0.51893 5.07570
H 3.52258 -0.62566 2.36382
H 2.83131 -0.28924 3.98559
H 2.25690 -1.67770 3.03570
*
```

The value obtained for the HOMO-LUMO gap is 5.5 eV. The HOMO energy is -0.4171 hartree. The total energy is -49288.6385 eV.

5.
Here is a molecular structure, C10H3Br3Cl28N at a distorted geometry from OMol25. Energies are from wB97M-V/def2-TZVPD.

```
! RIJCOSX wB97M-V def2-TZVPD def2/J DEFGRID3
* xyz -1 1
C 1.42745 0.87458 3.95727
C 2.80337 1.00887 4.47728
Br 4.02929 -0.20531 3.72367
C 3.25073 1.87913 5.39278
Br 1.87257 3.12698 6.17960
N 4.46097 1.97091 5.89672
Br 5.34555 3.44694 5.02323
H 1.46757 0.84271 2.87874
H 0.85703 1.74357 4.22114
H 0.92246 -0.00414 4.33255
C 0.74736 4.32781 1.90568
Cl 0.41659 3.33710 0.47026
Cl 2.31644 3.91701 2.56896
Cl 0.71360 6.03987 1.44514
Cl -0.49827 4.02619 3.11975
C -0.54778 0.67222 -2.91063
Cl 0.33536 2.12874 -2.46536
Cl -1.00891 0.75796 -4.61431
Cl 0.48350 -0.74010 -2.63445
Cl -1.99719 0.53741 -1.91604
C -2.84773 4.10011 6.87699
Cl -4.04437 5.21974 6.20928
Cl -1.54037 5.01336 7.62830
Cl -3.62317 3.07774 8.09219
Cl -2.19575 3.09250 5.59158
C -0.91976 -2.99216 -6.92164
Cl -0.26102 -4.58539 -7.30170
Cl -0.32010 -1.81859 -8.10129
Cl -2.68157 -3.05223 -7.00303
Cl -0.41776 -2.50459 -5.30760
C -5.98485 -4.56650 -8.55018
Cl -5.95207 -5.22235 -6.91282
Cl -4.50998 -5.02973 -9.39648
Cl -7.38883 -5.20091 -9.41299
Cl -6.08719 -2.80581 -8.47287
C 3.00518 -5.99181 -9.56817
Cl 2.64178 -4.27721 -9.40019
Cl 4.23712 -6.22105 -10.81223
Cl 3.59613 -6.62089 -8.02986
Cl 1.53582 -6.85826 -10.02916
C 1.27584 1.51074 9.94447
Cl 0.02909 2.61420 9.35977
Cl 2.55537 2.43651 10.73333
Cl 0.54995 0.39694 11.12396
Cl 1.95056 0.59720 8.60839
*
```

The value obtained for the HOMO-LUMO gap is 4.9 eV. The HOMO energy is -0.1433 hartree. The total energy is -572662.0673 eV. Its relative energy (zero: lowest compared OMol25 entry of this formula, charge and spin) is 0.0 kcal per mole.